Record 1
A 2-piece molecular cluster, C3H11N3 overall at a distorted geometry. Source: the OMol25 dataset; level of theory: the ωB97M-V functional and the def2-TZVPD basis.

Each atom is followed by the atoms it is bonded to, with distances in Å.
CARTESIAN COORDINATES (ANGSTROEM)
1 C -2.61258 -0.98208 0.42095  C2 1.362, H4 1.095, H5 1.063
2 C -1.94935 -0.12169 -0.40039  C1 1.362, N3 1.361, H6 1.079
3 N -1.76935 1.21740 -0.23274  C2 1.361, H7 1.076, H8 0.994
4 H -3.02728 -0.62668 1.37000  C1 1.095
5 H -2.82997 -1.96792 0.08700  C1 1.063
6 H -1.35548 -0.54490 -1.19546  C2 1.079
7 H -2.21595 1.77602 0.57069  N3 1.076
8 H -1.06326 1.68424 -0.75389  N3 0.994
9 N 1.99401 0.96357 0.76910  C10 1.491, H12 1.106, H13 1.056
10 C 1.65321 -0.44198 0.40755  N9 1.491, N11 1.548, H14 1.109, H15 1.053
11 N 2.01848 -0.84688 -1.04130  C10 1.548, H16 1.045, H17 1.004
12 H 3.01344 1.19091 0.40473  N9 1.106
13 H 1.85242 1.26930 1.77015  N9 1.056
14 H 0.54646 -0.47194 0.34150  C10 1.109
15 H 1.97678 -1.11563 1.14971  C10 1.053
16 H 2.99459 -1.20635 -1.14535  N11 1.045
17 H 1.85862 -0.05126 -1.63320  N11 1.004

The LUMO energy is 1.04 eV. The calculation puts the frontier orbital gap at 8.83 eV. The HOMO energy comes out at -7.8 eV. The multiplicity is 1.

natural (NBO) atomic charges, in units of e: -0.564 0.016 -0.821 0.185 0.206 0.194 0.392 0.392 -0.902 -0.050 -0.854 0.359 0.378 0.184 0.168 0.359 0.359

---

Record 2
One molecule with the formula C3H6ClN3S at a distorted geometry. Source: the OMol25 dataset; level of theory: the ωB97M-V functional and the def2-TZVPD basis.

Each atom is followed by the atoms it is bonded to, with distances in Å.
CARTESIAN COORDINATES (ANGSTROEM)
1 C -0.10167 -0.10993 -0.12405  C2 1.516, N11 1.282, N12 1.427
2 C -1.32783 -0.94661 0.18294  C1 1.516, H6 1.106, H7 1.087, Cl14 1.772
3 C 2.37054 -0.10708 -0.15095  H9 1.087, N12 1.342, S13 1.673
4 H -1.22567 2.79589 -0.43008  N10 1.035
5 H -1.80405 1.77169 0.69333  N10 1.001
6 H -1.42656 -0.92111 1.28374  C2 1.106
7 H -2.17976 -0.49078 -0.31439  C2 1.087
8 H 1.15260 -1.71322 0.33315  N12 1.050
9 H 2.19445 0.94366 -0.36709  C3 1.087
10 N -1.44954 1.80268 -0.24205  H4 1.035, H5 1.001, N11 1.446
11 N -0.17700 1.13713 -0.41234  C1 1.282, N10 1.446
12 N 1.18435 -0.71194 0.01982  C1 1.427, C3 1.342, H8 1.050
13 S 3.88356 -0.81985 -0.15470  C3 1.673
14 Cl -1.09341 -2.63052 -0.31733  C2 1.772

The LUMO energy is 0.06 eV. The calculation puts the frontier orbital gap at 8.55 eV. The HOMO energy comes out at -8.5 eV. The multiplicity is 1.

natural (NBO) atomic charges, in units of e: 0.375 -0.459 -0.041 0.373 0.349 0.233 0.260 0.425 0.213 -0.673 -0.300 -0.596 -0.130 -0.027

---

Record 3
A 2-piece molecular cluster, ClH2PS overall. Source: the OMol25 dataset; level of theory: the ωB97M-V functional and the def2-TZVPD basis.

Each atom is followed by the atoms it is bonded to, with distances in Å.
CARTESIAN COORDINATES (ANGSTROEM)
1 P -1.46013 -0.40461 -0.64036  H4 1.397, H5 1.400
2 S 2.11674 -0.82925 0.49188  Cl3 1.982
3 Cl 2.79883 0.94030 -0.08559  S2 1.982
4 H -1.68856 -0.65831 0.71421  P1 1.397
5 H -1.76689 0.95187 -0.48014  P1 1.400

The LUMO energy (spin up / spin down) is -1.45 / -2.45 eV. The calculation puts the frontier orbital gap (spin up / spin down) at 8.08 / 6.68 eV. The HOMO energy (spin up / spin down) comes out at -9.5 / -9.1 eV. The multiplicity is 1.

natural (NBO) atomic charges, in units of e: 0.129 0.087 -0.109 -0.054 -0.054

---

Record 4
A 8-piece molecular cluster, C9H32N3O10 overall at a distorted geometry. Source: the OMol25 dataset; level of theory: the ωB97M-V functional and the def2-TZVPD basis.

Each atom is followed by the atoms it is bonded to, with distances in Å.
CARTESIAN COORDINATES (ANGSTROEM)
1 N -0.63353 -0.89853 0.76118  O2 1.238, O3 1.245, O4 1.265
2 O -1.70456 -1.20367 1.30227  N1 1.238
3 O 0.28178 -1.73346 0.64073  N1 1.245
4 O -0.53564 0.22971 0.19790  N1 1.265
5 C -2.31466 -2.27219 -1.77488  O6 1.441, H7 1.085, H8 1.093, H9 1.092
6 O -3.06977 -2.69865 -2.92631  C5 1.441, H10 0.963
7 H -3.02239 -1.89685 -1.04337  C5 1.085
8 H -1.74225 -3.09192 -1.33406  C5 1.093
9 H -1.58574 -1.51666 -2.07448  C5 1.092
10 H -2.40690 -3.10915 -3.49225  O6 0.963
11 C 1.98731 -5.05626 0.49507  O12 1.415, H13 1.094, H14 1.096, H15 1.088
12 O 0.75019 -4.54072 0.04176  C11 1.415, H16 0.969
13 H 2.86983 -4.58798 0.04873  C11 1.094
14 H 2.10347 -4.91374 1.57513  C11 1.096
15 H 1.97178 -6.11741 0.25555  C11 1.088
16 H 0.65979 -3.64345 0.39730  O12 0.969
17 C 3.60363 -0.65282 -0.51694  O18 1.410, H19 1.095, H20 1.089, H21 1.094
18 O 2.84977 -1.82408 -0.73496  C17 1.410, H22 0.969
19 H 4.25869 -0.76596 0.35358  C17 1.095
20 H 4.18357 -0.39251 -1.40152  C17 1.089
21 H 2.95253 0.20391 -0.31866  C17 1.094
22 H 2.04177 -1.83685 -0.19944  O18 0.969
23 C -3.20514 1.79865 -0.82318  O24 1.405, H25 1.091, H26 1.097, H27 1.090
24 O -1.89615 2.23990 -1.08143  C23 1.405, H28 0.975
25 H -3.90577 2.62332 -0.96331  C23 1.091
26 H -3.54100 1.03926 -1.54059  C23 1.097
27 H -3.33632 1.38024 0.17503  C23 1.090
28 H -1.28637 1.62688 -0.63181  O24 0.975
29 C -2.02021 -0.15190 4.64662  O30 1.427, H31 1.094, H32 1.085, H33 1.094
30 O -3.11331 -0.77065 3.97027  C29 1.427, H34 0.965
31 H -1.63919 0.65933 4.01887  C29 1.094
32 H -2.39382 0.20210 5.60135  C29 1.085
33 H -1.17050 -0.82981 4.76916  C29 1.094
34 H -2.83789 -0.86293 3.05015  O30 0.965
35 C 0.73883 0.75547 -3.62676  O36 1.243, N37 1.352, N38 1.357
36 O 1.64027 0.71772 -4.48204  C35 1.243
37 N 0.73723 -0.04118 -2.53474  C35 1.352, H39 1.008, H40 1.015
38 N -0.29843 1.62444 -3.73478  C35 1.357, H41 0.999, H42 1.009
39 H 1.48092 -0.71145 -2.41826  N37 1.008
40 H 0.15338 0.06003 -1.71027  N37 1.015
41 H -0.37392 2.23888 -4.51829  N38 0.999
42 H -0.97033 1.75179 -2.99226  N38 1.009
43 C 1.93139 3.00609 0.20931  C44 1.520, H47 1.097, H48 1.091, H49 1.092
44 C 1.49596 2.92427 1.66367  C43 1.520, C45 1.532, O46 1.417, H50 1.092
45 C 0.21463 3.74753 1.83346  C44 1.532, H51 1.093, H52 1.093, H53 1.099
46 O 1.29305 1.57815 2.05526  C44 1.417, H54 0.971
47 H 1.96793 4.03902 -0.15795  C43 1.097
48 H 1.20952 2.47043 -0.40830  C43 1.091
49 H 2.95199 2.67800 0.00374  C43 1.092
50 H 2.23158 3.36405 2.34035  C44 1.092
51 H -0.35989 3.59673 2.75076  C45 1.093
52 H -0.48929 3.64962 1.00369  C45 1.093
53 H 0.50019 4.80607 1.91226  C45 1.099
54 H 0.79202 1.10915 1.36770  O46 0.971

The LUMO energy is 3.00 eV. The calculation puts the frontier orbital gap at 9.92 eV. The HOMO energy comes out at -6.9 eV. The multiplicity is 1. Its charge is -1.

natural (NBO) atomic charges, in units of e: 0.740 -0.492 -0.547 -0.617 -0.264 -0.731 0.188 0.177 0.168 0.458 -0.247 -0.740 0.169 0.152 0.166 0.490 -0.248 -0.764 0.154 0.175 0.174 0.499 -0.248 -0.768 0.165 0.159 0.182 0.503 -0.248 -0.746 0.171 0.167 0.160 0.490 0.768 -0.708 -0.866 -0.855 0.417 0.411 0.393 0.409 -0.635 0.097 -0.636 -0.742 0.205 0.214 0.211 0.162 0.212 0.215 0.192 0.486

---

Record 5
One molecule with the formula C3H3NO2S at a distorted geometry. Source: the OMol25 dataset; level of theory: the ωB97M-V functional and the def2-TZVPD basis.

Each atom is followed by the atoms it is bonded to, with distances in Å.
CARTESIAN COORDINATES (ANGSTROEM)
1 C -0.06713 0.02611 -0.08732  C2 1.332, C3 1.437, H8 1.158
2 C 0.44156 1.23757 -0.30632  C1 1.332, S7 1.785, H9 1.026
3 C 0.71563 -0.85005 0.73941  C1 1.437, N4 1.325, H10 1.013
4 N 1.66807 -0.20088 1.39277  C3 1.325, O5 1.242, S7 1.916
5 O 2.61976 -0.59229 2.08902  N4 1.242
6 O 1.67442 2.59084 1.49065  S7 1.452
7 S 1.97127 1.50474 0.57410  C2 1.785, N4 1.916, O6 1.452
8 H -1.11486 -0.19690 -0.52662  C1 1.158
9 H 0.02905 2.05275 -0.77252  C2 1.026
10 H 0.56150 -1.84402 0.85988  C3 1.013

The LUMO energy (spin up / spin down) is -0.71 / -0.71 eV. The calculation puts the frontier orbital gap (spin up / spin down) at 8.28 / 8.28 eV. The HOMO energy (spin up / spin down) comes out at -9.0 / -9.0 eV. The multiplicity is 1.

natural (NBO) atomic charges, in units of e: -0.181 -0.462 -0.102 0.014 -0.437 -0.885 1.354 0.243 0.235 0.220